# C4H11N3O

The molecule C4H11N3O at a distorted geometry (the ωB97M-V functional and the def2-TZVPD basis, the Open Molecules 2025 dataset).

Computed properties:
E, eV: -10842.340
SMILES: C=CCN(N)[C@H](N)O
ΔE to the lowest compared entry with this formula, charge and spin, kJ/mol: 277.1
Gap between HOMO and LUMO, eV: 10.3

Positions of all 19 atoms, in Å:
C1 1.244 -2.366 -1.114
C2 0.181 -1.582 -1.153
C3 -0.601 -1.159 0.050
N1 -0.796 0.293 0.071
N2 -1.774 0.612 1.050
C4 0.492 1.060 0.157
N3 0.477 1.999 1.246
O1 0.539 1.657 -1.108
H1 1.772 -2.653 -2.009
H2 1.656 -2.719 -0.180
H3 -0.193 -1.206 -2.096
H4 -0.113 -1.508 0.972
H5 -1.603 -1.593 0.012
H6 -2.189 1.506 0.807
H7 -1.331 0.719 1.966
H8 1.343 0.375 0.279
H9 1.413 2.335 1.432
H10 -0.092 2.807 1.008
H11 -0.425 1.423 -1.391